# 1
Density functional theory data (ωB97M-V/def2-TZVPD) for a structure of composition C18H22AsN4ORuS6.

Geometry as ORCA input:
```
! wB97M-V def2-TZVPD RIJCOSX def2/J DEFGRID3
* xyz -2 6
Ru 0.573 -1.906 2.009
C 1.396 2.573 1.210
C 0.156 1.785 0.823
N -0.698 1.572 1.739
N -1.836 0.963 1.296
C -2.156 -0.054 1.929
S -1.325 -1.028 3.047
S -3.779 -0.704 1.497
C -4.490 0.605 0.479
C -4.430 0.152 -0.952
C -5.509 -0.418 -1.560
C -5.452 -0.724 -2.948
C -4.272 -0.501 -3.689
C -3.127 -0.049 -3.011
C -3.248 0.349 -1.685
C 0.153 1.142 -0.532
C 0.306 1.944 -1.658
C 0.681 1.400 -2.885
C 0.777 0.032 -3.087
C 0.385 -0.797 -2.034
C 0.110 -0.263 -0.699
O -0.191 -1.051 0.266
H 1.511 2.542 2.279
H 2.307 2.339 0.612
H 1.117 3.573 0.969
H -5.468 0.943 0.973
H -3.759 1.417 0.559
H -6.421 -0.598 -1.042
H -6.241 -1.246 -3.470
H -4.191 -0.592 -4.819
H -2.243 0.058 -3.686
H -2.535 0.896 -1.147
H 0.397 3.013 -1.513
H 1.064 2.000 -3.717
H 1.002 -0.356 -4.062
H 0.327 -1.888 -2.102
N 5.257 0.429 1.691
C 4.110 1.030 2.356
C 3.034 0.035 2.714
N 2.465 -0.710 1.687
H 5.090 -0.199 0.983
H 5.972 1.096 1.432
H 3.783 1.985 1.941
H 4.455 1.279 3.345
H 2.165 0.389 3.325
H 3.454 -0.641 3.469
H 3.050 -1.456 1.212
H 2.209 -0.135 0.899
S 3.640 -5.876 -0.880
As 3.139 -4.679 0.720
S 1.258 -2.809 3.912
S 1.355 -3.512 0.328
S 4.676 -3.351 1.478
*
```

Calculated values
- gap between HOMO and LUMO (spin up / spin down) (eV) = 5.188 / 6.109
- ⟨S²⟩ = 8.787
- lowest unoccupied orbital energy (spin up / spin down) (eV) = 4.308 / 4.218
- energy above the lowest of the compared OMol25 structures with the same formula, charge and spin (kJ/mol) = 84.5
- largest force on an atom (Eh/bohr) = 0.0743

---

# 2
Density functional theory data (ωB97M-V/def2-TZVPD) for a structure of composition C18H22AuN2O2PS2.

Geometry as ORCA input:
```
! wB97M-V def2-TZVPD RIJCOSX def2/J DEFGRID3
* xyz 2 1
Au 1.220 -0.032 1.546
N 3.485 -0.783 3.377
C 3.407 -1.783 2.592
C 2.132 -3.479 -0.989
O 2.404 -4.563 -1.266
O 1.866 -2.382 -0.697
H 4.148 -0.029 3.213
H 3.015 -0.778 4.278
H 2.776 -2.621 2.858
H 3.975 -1.777 1.670
C -1.837 -1.455 2.554
P -0.966 -0.553 1.249
C -1.815 1.028 1.065
C -1.494 2.064 1.942
C -2.167 3.272 1.865
C -3.154 3.454 0.905
C -3.478 2.425 0.032
C -2.815 1.208 0.112
C -1.144 -1.492 -0.278
C -1.466 -2.845 -0.256
C -1.500 -3.569 -1.441
C -1.216 -2.944 -2.646
C -0.896 -1.591 -2.672
C -0.853 -0.869 -1.492
H -2.854 -1.681 2.230
H -1.881 -0.815 3.435
H -1.315 -2.374 2.815
H -0.713 1.932 2.684
H -1.921 4.071 2.551
H -3.680 4.398 0.844
H -4.259 2.562 -0.704
H -3.088 0.404 -0.560
H -1.705 -3.343 0.675
H -1.764 -4.618 -1.423
H -1.254 -3.508 -3.569
H -0.691 -1.104 -3.616
H -0.604 0.188 -1.508
S 3.064 1.451 1.000
C 2.350 1.891 -0.516
N 2.784 1.466 -1.670
C 2.221 2.068 -2.884
C 1.006 2.905 -2.445
S 1.064 3.020 -0.622
H 3.591 0.859 -1.710
H 1.930 1.279 -3.574
H 2.983 2.682 -3.363
H 0.063 2.446 -2.734
H 1.044 3.911 -2.853
*
```

Calculated values
- gap between HOMO and LUMO (eV) = 6.596
- lowest unoccupied orbital energy (eV) = -7.699
- largest force on an atom (Eh/bohr) = 0.0197

---

# 3
Density functional theory data (ωB97M-V/def2-TZVPD) for a cluster of 2 separate species, C18H22BN in total.

Geometry as ORCA input:
```
! wB97M-V def2-TZVPD RIJCOSX def2/J DEFGRID3
* xyz 0 1
C -4.875 2.823 0.120
C -3.790 1.811 0.032
C -2.799 1.747 1.009
C -1.758 0.831 0.900
C -1.694 -0.014 -0.217
C -0.554 -1.000 -0.379
C 0.868 -0.614 -0.364
C 1.933 -1.538 -0.221
C 1.921 -3.017 -0.307
N 3.084 -0.832 -0.027
C 4.402 -1.421 0.059
C 2.819 0.541 -0.019
C 3.671 1.623 0.106
C 3.117 2.905 0.020
C 1.741 3.077 -0.226
C 0.881 1.986 -0.396
C 1.424 0.709 -0.255
C -2.732 -0.013 -1.153
C -3.777 0.886 -1.009
H -5.578 2.680 -0.701
H -5.427 2.760 1.063
H -4.486 3.843 0.041
H -2.806 2.432 1.850
H -1.001 0.725 1.683
H -0.755 -1.645 -1.257
H -0.583 -1.481 0.582
H 0.898 -3.392 -0.171
H 2.279 -3.372 -1.297
H 2.572 -3.462 0.470
H 5.120 -0.629 0.266
H 4.458 -2.172 0.854
H 4.679 -1.904 -0.885
H 4.730 1.455 0.264
H 3.748 3.786 0.123
H 1.318 4.072 -0.270
H -0.176 2.091 -0.655
H -2.720 -0.741 -1.970
H -4.581 0.895 -1.734
B -1.473 -4.314 1.072
H -2.357 -3.544 1.391
H -1.274 -4.365 -0.132
H -0.466 -4.206 1.740
*
```

Calculated values
- gap between HOMO and LUMO (eV) = 6.551
- lowest unoccupied orbital energy (eV) = -0.603
- energy above the lowest of the compared OMol25 structures with the same formula, charge and spin (kJ/mol) = 74.7
- SMILES = Cc1ccc(Cc2c(C)n(C)c3ccccc23)cc1.B
- largest force on an atom (Eh/bohr) = 0.0717

---

# 4
Density functional theory data (ωB97M-V/def2-TZVPD) for a structure of composition C18H22Br2F3O7PV.

Geometry as ORCA input:
```
! wB97M-V def2-TZVPD RIJCOSX def2/J DEFGRID3
* xyz 1 1
C 2.012 -3.628 2.289
C 3.395 -3.071 1.559
C 3.096 -2.851 -0.047
C 3.782 -1.498 -0.671
C 2.761 -0.804 -1.759
C 2.718 0.860 -1.636
C 1.210 1.305 -2.146
C 0.569 2.396 -1.104
C -0.667 1.837 -0.182
C -0.536 1.393 1.260
P 1.137 1.444 2.181
O 0.964 1.191 3.764
O 2.063 0.040 1.611
O 2.011 2.948 2.036
C -1.951 0.892 1.997
O -2.041 1.118 3.310
C -3.203 0.195 1.135
C -4.219 -0.926 1.789
F -3.805 -2.265 1.225
F -4.074 -1.074 3.274
F -5.659 -0.674 1.537
C -3.316 0.689 -0.297
C -4.510 0.165 -1.296
Br -6.252 1.223 -1.210
C -4.438 -0.994 -2.226
C -5.827 -1.329 -3.089
Br -2.756 -2.061 -2.401
C -2.194 1.793 -0.862
O -2.597 2.610 -1.842
H 1.503 -2.690 2.807
H 1.256 -4.115 1.521
H 2.238 -4.442 3.099
H 3.774 -2.061 2.042
H 4.271 -3.853 1.716
H 3.605 -3.772 -0.611
H 1.938 -2.942 -0.210
H 4.763 -1.787 -1.250
H 4.079 -0.682 0.117
H 1.688 -1.228 -1.534
H 3.041 -1.051 -2.877
H 2.958 1.225 -0.535
H 3.579 1.337 -2.311
H 1.385 1.875 -3.180
H 0.466 0.412 -2.288
H 1.452 2.884 -0.512
H 0.110 3.267 -1.778
H 1.414 -0.620 1.210
H 2.984 2.662 1.968
H -6.750 -1.558 -2.392
H -6.110 -0.357 -3.715
H -5.666 -2.227 -3.833
O 1.546 4.569 1.892
V 1.450 6.267 1.450
O 1.354 7.964 1.007
*
```

Calculated values
- gap between HOMO and LUMO (eV) = 2.494
- lowest unoccupied orbital energy (eV) = -9.044
- largest force on an atom (Eh/bohr) = 0.1686

---

# 5
Density functional theory data (ωB97M-V/def2-TZVPD) for the ion C18H22BrN2O3 with charge +1.

Geometry as ORCA input:
```
! wB97M-V def2-TZVPD RIJCOSX def2/J DEFGRID3
* xyz 1 1
C -1.419 -4.010 -0.659
C -0.078 -4.354 -0.039
N 0.824 -3.173 -0.018
C 1.499 -2.846 -1.322
C 1.891 -1.404 -1.191
C 1.037 -0.428 -1.677
C 1.046 0.818 -1.070
Br -0.270 2.105 -1.516
C 1.873 1.072 0.015
O 1.522 2.049 0.911
C 0.980 1.431 2.080
C -0.119 0.440 1.653
O 0.143 -0.723 1.342
N -1.336 0.988 1.583
C -2.522 0.404 1.085
C -2.501 -0.497 0.029
C -3.690 -1.016 -0.453
C -4.897 -0.643 0.114
C -4.916 0.264 1.161
C -3.734 0.792 1.644
C 2.926 0.177 0.308
O 3.783 0.566 1.265
C 4.891 -0.252 1.576
C 2.902 -1.075 -0.291
H -1.319 -3.696 -1.694
H -1.909 -3.222 -0.093
H -2.059 -4.887 -0.640
H -0.229 -4.686 0.990
H 0.417 -5.154 -0.594
H 1.558 -3.307 0.684
H 0.309 -2.323 0.315
H 2.346 -3.520 -1.459
H 0.787 -2.989 -2.134
H 0.304 -0.647 -2.436
H 1.765 0.897 2.627
H 0.592 2.244 2.693
H -1.445 1.934 1.924
H -1.560 -0.755 -0.430
H -3.677 -1.702 -1.286
H -5.821 -1.049 -0.267
H -5.855 0.567 1.598
H -3.747 1.508 2.453
H 4.579 -1.178 2.069
H 5.499 0.332 2.263
H 5.476 -0.486 0.682
H 3.614 -1.829 0.008
*
```

Calculated values
- gap between HOMO and LUMO (eV) = 9.095
- lowest unoccupied orbital energy (eV) = -2.501
- energy above the lowest of the compared OMol25 structures with the same formula, charge and spin (kJ/mol) = 0.0
- SMILES = CC[NH2+]Cc1cc(Br)c(OCC(=O)Nc2ccccc2)c(OC)c1
- largest force on an atom (Eh/bohr) = 0.0132